Entry 1:
ORCA calculation (the ωB97M-V functional and the def2-TZVPD basis) on a cluster of 2 separate species, C4H8ClN4 in total.

Structure (XYZ):
```
17
Properties=species:S:1:pos:R:3
C 1.163 -0.269 1.240
C 0.208 0.623 1.735
C 1.090 -0.683 -0.081
C -0.868 0.548 -0.407
N -0.709 1.106 0.903
N 0.124 -0.192 -0.911
N 1.902 -1.538 -0.597
N -1.587 1.267 -1.322
Cl -2.125 -1.498 0.283
H 1.812 -0.776 1.802
H 0.301 1.056 2.636
H -1.552 1.585 1.251
H 0.323 -0.055 -1.975
H 2.579 -2.073 -0.175
H 1.659 -1.714 -1.605
H -2.118 0.812 -2.092
H -2.202 1.800 -0.684
```

HOMO = -12.57 eV
relative energy (zero: lowest compared OMol25 entry of this formula, charge and spin) = 144.5 kJ/mol
gap between HOMO and LUMO = 7.80 eV
spin multiplicity = 1
charge = +1
LUMO level = -4.7690 eV



Entry 2:
ORCA calculation (the ωB97M-V functional and the def2-TZVPD basis) on a structure of composition C2H5NP2.

Structure (XYZ):
```
10
Properties=species:S:1:pos:R:3
C 0.051 -0.177 1.379
C -0.467 0.397 -1.487
N 0.142 1.142 0.928
P -0.023 1.842 -0.444
P -0.148 -1.371 -0.011
H 1.051 -0.598 1.937
H -0.520 -0.417 2.321
H -1.486 0.329 -1.618
H 0.191 0.303 -2.376
H 1.209 -1.450 -0.628
```

HOMO = -8.69 eV
relative energy (zero: lowest compared OMol25 entry of this formula, charge and spin) = 186.6 kJ/mol
gap between HOMO and LUMO = 8.51 eV
spin multiplicity = 1
LUMO level = -0.1891 eV



Entry 3:
ORCA calculation (the ωB97M-V functional and the def2-TZVPD basis) on an isolated molecule of C7H11Cl.

Structure (XYZ):
```
19
Properties=species:S:1:pos:R:3
C -0.344 0.636 0.796
C -0.505 1.607 1.681
C 0.662 0.479 -0.263
C -1.307 -0.430 0.452
C 0.477 1.270 -1.515
C 1.636 -0.640 -0.290
C -1.020 -1.886 0.506
Cl -2.580 0.050 -0.626
H -1.373 1.648 2.315
H 0.227 2.389 1.792
H 0.979 2.237 -1.430
H -0.579 1.474 -1.696
H 0.887 0.744 -2.377
H 1.321 -1.454 -0.959
H 1.807 -1.055 0.700
H 2.582 -0.263 -0.680
H -0.604 -2.296 -0.426
H -1.946 -2.428 0.707
H -0.320 -2.081 1.315
```

HOMO (spin up / spin down) = -7.28 / -7.42 eV
relative energy (zero: lowest compared OMol25 entry of this formula, charge and spin) = 273.6 kJ/mol
gap between HOMO and LUMO (spin up / spin down) = 7.91 / 8.27 eV
spin multiplicity = 1
LUMO level (spin up / spin down) = 0.6296 / 0.8534 eV



Entry 4:
ORCA calculation (the ωB97M-V functional and the def2-TZVPD basis) on a structure of composition C5H9NS.

Structure (XYZ):
```
16
Properties=species:S:1:pos:R:3
C -0.163 -0.429 1.002
C 0.906 0.209 0.114
C 0.605 -0.401 -1.188
C -1.075 0.398 0.080
C 0.011 1.493 0.124
H 0.394 -2.396 2.162
H -0.236 -0.103 2.050
H 1.944 0.325 0.406
H 1.135 0.081 -2.069
H 0.887 -1.495 -1.203
H -1.257 0.165 -2.002
H -2.165 0.500 0.333
H 0.165 2.035 1.070
H 0.151 2.109 -0.742
N -0.894 -0.261 -1.195
S -0.408 -2.229 1.060
```

HOMO = -8.78 eV
relative energy (zero: lowest compared OMol25 entry of this formula, charge and spin) = 143.2 kJ/mol
gap between HOMO and LUMO = 9.68 eV
spin multiplicity = 1
LUMO level = 0.9034 eV



| no. | strongest force on any atom (eV Å⁻¹) | electronic energy (hartree) |
| --- | --- | --- |
| 1 | 4.96 | -836.163773 |
| 2 | 4.04 | -816.557169 |
| 3 | 1.07 | -733.391320 |
| 4 | 2.92 | -648.798608 |